# 1
# C15H54O12

A cluster of 12 separate species, C15H54O12 in total (ωB97M-V/def2-TZVPD, OMol25).

CARTESIAN COORDINATES (ANGSTROEM)
C  -5.6474  6.3492  17.8568
C  -5.4459  5.9793  19.2914
O  -4.6009  4.9222  19.4805
H  -6.1314  5.5728  17.2311
H  -4.7134  6.4246  17.3486
H  -6.0378  7.3841  17.6652
H  -6.4024  5.7032  19.5951
H  -5.2455  6.8530  19.9400
H  -4.3602  4.9780  20.3999
C  -7.7032  10.7710  16.8107
C  -9.1330  10.2538  16.9856
O  -9.9771  11.2736  16.5424
H  -7.6868  11.5380  16.0358
H  -7.0731  9.9546  16.4827
H  -7.3443  11.1236  17.7784
H  -9.4846  10.0257  17.9454
H  -9.2725  9.4375  16.2333
H  -10.8406  11.0041  16.9029
C  -9.9153  10.1467  21.2230
C  -9.0250  11.2497  20.6980
O  -7.6382  10.9383  20.6467
H  -9.5225  9.6952  22.1405
H  -9.9543  9.3786  20.4450
H  -10.9101  10.5888  21.3669
H  -9.0580  12.2009  21.2983
H  -9.3064  11.5460  19.6554
H  -7.1507  11.7571  20.4845
C  -2.9577  8.1623  23.7919
O  -2.8787  7.3713  22.7224
H  -2.0647  7.9905  24.4133
H  -3.8126  7.7730  24.3474
H  -2.8369  9.2355  23.6273
H  -3.6477  7.6757  22.1919
C  -8.4246  7.4248  19.7679
O  -7.2820  8.1600  20.0386
H  -8.3558  6.3531  19.3993
H  -8.9157  7.9435  18.9474
H  -9.1392  7.4065  20.6074
H  -7.5434  9.0691  20.2615
C  -1.2470  12.4003  18.8621
O  -0.6262  13.3679  17.9782
H  -1.1785  11.3766  18.5289
H  -2.3084  12.6438  19.1003
H  -0.7486  12.4633  19.8403
H  -0.4633  14.2016  18.4750
C  -4.3936  9.8901  19.2504
O  -3.9274  9.3135  20.4975
H  -4.6024  9.0773  18.6056
H  -3.6843  10.6455  18.9481
H  -5.2980  10.4526  19.6039
H  -3.8515  10.0755  21.0877
C  -2.7323  11.7272  22.1804
O  -4.1835  11.4953  22.1693
H  -2.4947  11.8508  23.2167
H  -2.1896  12.5546  21.6430
H  -2.2316  10.7445  21.9913
H  -4.6100  12.3707  22.1854
C  -4.5298  12.7199  17.6074
O  -3.5459  12.0523  16.8977
H  -4.1661  13.3143  18.4790
H  -5.2988  12.0771  17.9129
H  -4.9261  13.3879  16.7817
H  -3.1151  12.5306  16.2245
C  -2.0261  6.8026  19.4598
O  -1.5885  8.0715  19.9256
H  -1.1445  6.1848  19.1470
H  -2.7290  6.8964  18.6705
H  -2.4147  6.2908  20.3289
H  -2.5062  8.5367  19.9993
C  -6.2335  8.7581  23.3010
O  -5.9742  7.6352  22.4731
H  -7.1232  9.3133  23.0470
H  -5.3856  9.4743  23.0060
H  -6.2094  8.6806  24.4035
H  -6.1683  7.8346  21.5490
C  -3.0935  8.8619  16.3387
O  -4.2886  9.5992  16.1738
H  -3.3012  7.7786  16.1698
H  -2.7291  8.9481  17.3653
H  -2.2222  9.1655  15.7037
H  -4.0854  10.5114  16.5139

SMILES string: CCO.CCO.CCO.CO.CO.CO.CO.CO.CO.CO.CO.CO
DFT total energy (eV): -40993.250
Lowest unoccupied orbital energy (eV): -0.337
HOMO energy (hartree): -0.3259

***

# 2
# C34H38N3O2

A cluster of 2 separate species, C34H38N3O2 in total (ωB97M-V/def2-TZVPD, OMol25).

CARTESIAN COORDINATES (ANGSTROEM)
C  1.6586  2.5353  4.6682
C  0.6615  3.1260  3.6832
C  0.6799  2.4138  2.3366
N  2.0102  2.1700  1.8043
C  2.0850  1.8359  0.4781
C  1.1371  2.2212  -0.4387
C  3.2714  0.9997  0.0599
C  4.4117  1.5677  -0.5245
C  5.5256  0.7675  -0.7989
C  5.4758  -0.6129  -0.5584
C  4.3091  -1.1954  -0.0401
C  3.2104  -0.3887  0.2550
C  3.0831  1.7882  2.7263
C  3.0466  2.5552  4.0469
H  1.6505  3.1183  5.5929
H  1.3719  1.5059  4.9196
H  -0.3572  3.0731  4.0769
H  0.8927  4.1858  3.5138
H  0.1312  1.4511  2.4111
H  0.1270  3.0349  1.6277
H  1.2899  1.9271  -1.4723
H  0.3135  2.8891  -0.1992
H  4.4162  2.6424  -0.7271
H  6.4308  1.2256  -1.2027
H  6.3452  -1.2382  -0.7669
H  4.2445  -2.2702  0.1405
H  2.2868  -0.8162  0.6515
H  3.0287  0.7024  2.9384
H  4.0588  1.9627  2.2493
H  3.3615  3.5908  3.8648
H  3.7776  2.1088  4.7263
C  1.0062  -2.5739  4.9725
O  0.5368  -1.7740  3.8642
C  0.3713  -2.3625  2.6462
C  -0.2833  -1.5687  1.6676
C  -0.3370  -2.0435  0.3757
C  0.2156  -3.3062  0.0644
C  0.8216  -4.1168  1.0126
C  0.8744  -3.6553  2.3281
N  0.0406  -3.5352  -1.3008
C  0.4108  -4.7595  -1.9853
C  -0.5838  -2.4616  -1.8693
C  -0.8624  -1.4941  -0.8725
C  -1.5617  -0.2884  -1.0208
C  -1.9706  0.1975  -2.2841
C  -1.2862  0.0809  -3.5121
N  -2.0834  0.5378  -4.5255
C  -1.7079  0.5665  -5.9284
C  -3.3063  0.9633  -4.0062
C  -3.2770  0.7690  -2.6028
C  -4.4255  0.9346  -1.8482
C  -5.6096  1.3551  -2.5145
O  -6.7901  1.5767  -1.8768
C  -6.8561  1.3566  -0.4513
C  -5.6112  1.5660  -3.9237
C  -4.4607  1.3593  -4.6743
H  0.8726  -1.9295  5.8421
H  0.4154  -3.4928  5.0928
H  2.0702  -2.8180  4.8477
H  -0.7187  -0.6099  1.9346
H  1.2381  -5.0784  0.7229
H  1.3213  -4.2744  3.1054
H  0.8910  -5.4197  -1.2602
H  -0.4717  -5.2661  -2.4022
H  1.1070  -4.5601  -2.8110
H  -0.8450  -2.4287  -2.9200
H  -1.8670  0.2496  -0.1238
H  -0.3002  -0.3318  -3.6948
H  -2.5574  0.9327  -6.5131
H  -0.8458  1.2306  -6.0861
H  -1.4263  -0.4369  -6.2793
H  -4.4069  0.7280  -0.7767
H  -7.8775  1.6267  -0.1854
H  -6.6667  0.3016  -0.2098
H  -6.1411  2.0004  0.0797
H  -6.5392  1.8825  -4.3888
H  -4.4526  1.4933  -5.7510

DFT total energy (eV): -44432.910
Lowest unoccupied orbital energy (eV): -4.257
HOMO energy (hartree): -0.3503
Total charge: +1

***

# 3
# CFLiNO5S2

A structure of composition CFLiNO5S2 (ωB97M-V/def2-TZVPD, OMol25).

CARTESIAN COORDINATES (ANGSTROEM)
Li  0.2396  -1.8724  0.3968
N  0.6260  0.2445  0.3822
S  2.1945  -0.1670  -0.3297
O  3.1777  0.3778  0.6707
O  2.0521  -1.6921  -0.1387
S  -0.2814  1.1596  -0.4990
O  -1.7514  0.8422  -0.1253
F  -0.2319  2.6839  0.3321
O  -3.7457  -1.0542  0.3803
C  -2.6145  -1.0919  0.0585
O  -1.6582  -1.7882  -0.1276

DFT total energy (eV): -37360.872
Lowest unoccupied orbital energy (eV): 2.506
HOMO energy (hartree): -0.1742
Total charge: -1

***

# 4
# C2H6O

An isolated molecule of C2H6O (ωB97M-V/def2-TZVPD, OMol25).

CARTESIAN COORDINATES (ANGSTROEM)
C  -0.9844  -0.1926  0.0901
C  0.6079  0.7110  0.0442
O  0.9385  -0.6937  0.3116
H  -1.3667  0.0246  1.0731
H  -1.4817  0.2768  -0.7285
H  -1.1246  -1.3252  -0.0474
H  1.3170  1.2864  0.7324
H  0.9621  1.0417  -0.9617
H  1.1318  -1.1290  -0.5139

SMILES string: CCO
DFT total energy (eV): -4214.484
Lowest unoccupied orbital energy (eV): 1.045
HOMO energy (hartree): -0.2999

***

# 5
# C5H10O2

An isolated molecule of C5H10O2 (ωB97M-V/def2-TZVPD, OMol25).

CARTESIAN COORDINATES (ANGSTROEM)
C  -1.6514  1.4772  0.1592
C  -0.8051  0.2514  0.4273
O  0.2422  0.5828  1.3274
C  1.2430  -0.3974  1.1306
C  1.3430  -0.5101  -0.3904
C  -0.1257  -0.3583  -0.8223
O  -0.7709  -1.5927  -1.0821
H  -2.4688  1.2242  -0.5242
H  -2.0826  1.8635  1.0874
H  -1.0444  2.2677  -0.2949
H  -1.4187  -0.5547  0.8611
H  0.9318  -1.3591  1.5690
H  2.1586  -0.0596  1.6229
H  1.7747  -1.4541  -0.7376
H  1.9467  0.3145  -0.7823
H  -0.2220  0.3118  -1.6899
H  -0.3650  -1.9786  -1.8678

SMILES string: C[C@@H]1OCC[C@H]1O
DFT total energy (eV): -9441.783
Lowest unoccupied orbital energy (eV): 0.918
HOMO energy (hartree): -0.3615

***

# 6
# C5H8N2

An isolated molecule of C5H8N2 (ωB97M-V/def2-TZVPD, OMol25).

CARTESIAN COORDINATES (ANGSTROEM)
C  2.0990  0.3047  0.0079
N  1.9678  -0.9759  -0.0435
N  0.6938  -1.3682  -0.3285
C  -0.1732  -0.1097  -0.1131
C  0.8306  1.0976  0.0391
C  -1.4873  0.0611  -0.7972
C  -1.4325  -0.3702  0.7527
H  3.0754  0.8175  -0.0334
H  0.3875  -2.1721  0.1204
H  0.6219  1.6843  -0.8590
H  0.7496  1.6395  1.0966
H  -2.0559  -0.6637  -1.3953
H  -1.7279  1.1660  -1.1226
H  -1.7147  0.2435  1.6332
H  -1.8339  -1.3544  1.0426

SMILES string: C1=NNC2(C1)CC2
DFT total energy (eV): -8291.697
Lowest unoccupied orbital energy (eV): 1.067
HOMO energy (hartree): -0.3040

***

no.,HOMO-LUMO gap (eV)
1,8.53
2,5.28
3,7.25
4,9.20
5,10.75
6,9.34